[1]
19
Properties=species:S:1:pos:R:3:forces:R:3 method="wB97M-V/def2-TZVPD" gap_ev=8.0 energy_ha=-310.87205 de_lowest_ev=5.094 homo_energy_ev=-7.29 fmax_ev_per_a=0.416
C 2.844 -0.231 0.769 0.3 0.0 0.1
C 0.878 -0.214 -0.892 -0.4 -0.1 0.1
O 1.508 -0.755 0.716 -0.1 0.2 0.0
C -0.106 0.802 -0.440 0.3 0.1 0.0
C -1.296 0.956 -1.357 -0.1 0.0 -0.2
C -1.533 0.537 0.059 -0.1 0.0 0.1
C -2.031 -0.854 0.380 0.0 -0.1 0.0
H 2.882 0.732 0.251 0.0 -0.2 0.2
H 3.472 -0.942 0.232 -0.1 0.1 0.1
H 3.168 -0.147 1.811 0.0 -0.1 -0.1
H 0.336 -1.158 -1.082 0.1 0.2 0.0
H 0.952 -0.299 1.369 0.1 -0.1 -0.2
H 0.316 1.752 -0.101 -0.1 -0.1 -0.1
H -1.402 0.200 -2.133 0.0 0.1 0.1
H -1.566 1.959 -1.673 0.0 -0.2 0.1
H -1.937 1.318 0.703 0.1 -0.1 -0.1
H -1.497 -1.608 -0.206 -0.1 0.1 0.1
H -3.098 -0.953 0.154 0.1 0.0 0.0
H -1.890 -1.096 1.441 0.0 0.0 -0.1

[2]
115
Properties=species:S:1:pos:R:3:forces:R:3 method="wB97M-V/def2-TZVPD" gap_ev=5.2 charge=-2 energy_ha=-5847.21196 homo_energy_ev=-1.19 fmax_ev_per_a=2.338
Ca -0.769 -0.915 -0.763 0.4 -0.9 0.4
C -2.311 -3.167 1.142 0.3 0.9 -1.8
N -2.540 -1.711 1.130 0.5 0.0 -0.1
C -2.152 -1.150 2.394 0.7 0.0 1.0
C -3.881 -1.385 0.733 -0.1 0.6 0.1
C -4.902 -1.184 1.654 0.8 -0.2 0.5
C -6.216 -0.949 1.274 0.3 0.2 0.5
C -6.495 -0.866 -0.069 0.3 -0.9 -0.3
C -5.493 -1.062 -1.037 -0.3 -0.3 0.1
C -4.111 -1.247 -0.667 -1.1 -0.1 -0.6
N -3.048 -1.397 -1.491 -0.2 0.1 -0.2
C -3.083 -1.290 -2.871 -0.7 0.5 -0.2
C -3.925 -0.433 -3.662 0.5 -1.4 1.8
C -3.727 -0.377 -5.011 -1.0 1.0 -0.6
C -2.773 -1.090 -5.682 0.1 0.0 -0.7
C -1.988 -1.970 -4.957 0.3 0.0 0.3
C -2.129 -2.073 -3.572 0.0 0.4 -0.6
N -1.322 -2.972 -2.807 0.0 0.8 -0.6
C -2.173 -4.030 -2.352 0.4 -0.8 1.9
C -0.237 -3.558 -3.552 0.6 -0.4 0.9
H -3.130 -3.637 1.632 -0.8 -0.8 0.6
H -2.253 -3.492 0.084 -0.1 -0.1 0.8
H -1.362 -3.359 1.611 0.4 -0.3 0.2
H -2.719 -1.596 3.217 -0.1 0.0 0.3
H -1.075 -1.288 2.654 -0.7 -0.2 -0.7
H -2.322 -0.086 2.373 -0.2 0.5 0.1
H -4.649 -1.211 2.724 -0.2 -0.1 -0.5
H -6.988 -0.906 2.037 0.0 0.2 -0.1
H -7.550 -0.813 -0.291 -0.1 0.2 -0.7
H -5.821 -1.233 -2.075 0.4 0.4 0.5
H -4.747 0.067 -3.152 0.4 0.3 -0.4
H -4.363 0.273 -5.598 -0.1 0.2 0.0
H -2.721 -0.893 -6.764 0.4 -0.5 0.5
H -1.201 -2.531 -5.444 -0.1 0.0 -0.1
H -2.473 -4.599 -3.201 -0.7 -0.8 -0.8
H -1.573 -4.700 -1.681 -0.6 0.5 -0.4
H -3.027 -3.616 -1.799 0.3 -0.3 -0.3
H 0.361 -4.122 -2.838 0.0 -0.3 0.1
H 0.443 -2.823 -3.930 0.1 0.6 -0.4
H -0.561 -4.241 -4.342 -0.1 -0.1 -0.2
C 0.957 6.492 2.891 -0.4 0.3 0.1
C 0.258 5.447 3.760 0.0 0.8 -0.5
C 1.108 5.221 4.985 0.8 -1.4 0.1
C -1.060 6.101 4.233 -0.1 0.2 0.3
C 0.063 4.179 2.921 -0.2 -0.3 0.2
C 0.736 3.008 3.233 -0.7 -0.4 -0.4
C 0.510 1.872 2.480 0.6 0.4 0.5
Br 1.464 0.284 2.956 -0.3 0.0 0.1
C -0.330 1.787 1.337 0.3 0.5 0.8
O -0.356 0.720 0.698 -0.4 -1.7 -1.4
C -1.107 2.942 1.070 0.3 0.6 0.2
C -0.828 4.056 1.856 -0.9 1.0 -0.2
C -2.258 3.036 0.038 -0.5 0.2 1.4
C -2.599 1.776 -0.703 0.6 -0.7 -0.1
C -3.564 3.400 0.858 1.0 0.1 0.6
C -1.995 4.082 -1.043 -0.6 0.0 -0.5
H 1.234 7.406 3.425 -0.1 -0.1 0.2
H 0.276 6.773 2.098 0.0 0.1 -0.5
H 1.847 6.073 2.477 0.7 -0.3 -0.5
H 1.162 6.113 5.581 0.1 0.5 0.3
H 2.148 4.818 4.822 -0.9 0.6 -0.2
H 0.605 4.448 5.553 -0.1 -0.2 0.6
H -0.853 7.012 4.853 0.0 -0.6 -0.5
H -1.642 5.419 4.885 0.1 0.3 -0.6
H -1.627 6.453 3.351 -0.1 -0.4 0.5
H 1.294 2.956 4.133 0.8 -0.3 0.4
H -1.475 4.906 1.658 0.1 0.3 -0.1
H -2.833 0.920 -0.077 0.1 0.1 0.3
H -1.766 1.510 -1.372 -0.5 0.0 -0.1
H -3.507 2.009 -1.243 -0.2 -0.2 -0.6
H -3.863 2.631 1.598 0.5 0.1 -0.5
H -4.391 3.522 0.191 -0.6 0.2 -0.6
H -3.433 4.322 1.444 -0.1 -0.1 -0.3
H -1.248 3.789 -1.789 -0.1 -0.2 0.3
H -1.714 5.022 -0.655 0.7 1.1 0.8
H -2.913 4.345 -1.584 -0.1 -0.5 -0.1
O 0.757 -2.827 0.121 -0.1 0.3 0.0
C 0.893 -3.284 1.271 0.8 0.1 0.0
C 2.428 -3.437 1.697 -0.7 1.1 -0.8
C 2.613 -4.357 2.708 -0.9 -0.8 0.4
C 3.846 -4.625 3.266 -0.1 0.3 0.4
C 4.914 -3.847 2.845 1.3 -0.3 0.6
C 4.754 -2.911 1.842 -0.4 1.0 -0.3
C 3.507 -2.617 1.246 0.4 -1.7 0.8
P 3.318 -1.419 -0.113 -1.1 0.0 0.6
C 4.688 -0.257 0.085 1.0 0.9 -0.6
C 4.567 0.649 1.147 -0.2 0.6 1.3
C 5.414 1.771 1.306 -0.2 -1.3 -1.3
C 6.383 1.992 0.317 0.2 1.3 1.2
C 6.523 1.109 -0.726 -0.8 -0.4 -0.7
C 5.659 0.030 -0.915 -0.3 -0.2 1.5
C 3.862 -2.368 -1.539 -0.9 0.3 -0.2
C 4.821 -3.347 -1.622 0.8 -0.3 0.4
C 5.191 -3.891 -2.841 -1.1 0.7 0.0
C 4.508 -3.460 -3.969 -0.5 -0.4 -0.5
C 3.405 -2.600 -3.876 0.5 -0.2 -1.2
C 3.104 -2.037 -2.655 0.1 -0.6 -0.7
H 1.690 -4.865 3.076 0.8 0.4 -0.4
H 3.914 -5.339 4.084 0.2 0.1 -0.2
H 5.921 -3.929 3.330 -1.0 -0.1 -0.5
H 5.615 -2.319 1.553 0.1 0.1 0.0
H 3.741 0.486 1.889 1.0 0.2 -0.8
H 5.306 2.463 2.122 -0.2 0.1 0.2
H 6.991 2.930 0.385 -0.4 -1.1 -0.2
H 7.221 1.287 -1.508 0.7 0.3 -0.4
H 5.770 -0.610 -1.784 0.0 0.0 0.1
H 5.295 -3.701 -0.715 0.1 0.0 0.1
H 5.880 -4.697 -2.896 0.7 -0.4 -0.1
H 4.762 -3.925 -4.916 -0.1 0.1 -0.1
H 2.784 -2.373 -4.775 0.6 -0.2 0.8
H 2.226 -1.433 -2.592 -0.4 0.6 0.3
C 0.072 -0.031 -2.902 0.6 -0.1 -0.4
H 1.019 0.529 -2.985 0.1 -0.1 0.1
H -0.676 0.722 -3.133 -0.5 0.5 -0.1
H 0.017 -0.681 -3.795 0.2 0.1 0.2